{"formula": "C45H37GeN8O5S4V", "method": "wB97M-V/def2-TZVPD", "e_lumo_ha": [0.0617, 0.0591], "gap_ev": [6.258, 6.941], "multiplicity": 4, "charge": -1, "s2": 3.76, "species": ["H", "H", "H", "C", "H", "C", "S", "C", "O", "H", "H", "H", "N", "H", "C", "C", "H", "N", "C", "H", "C", "C", "H", "N", "C", "C", "C", "C", "C", "C", "N", "H", "H", "H", "S", "H", "C", "C", "O", "C", "C", "C", "H", "V", "C", "O", "H", "H", "C", "H", "O", "C", "C", "C", "H", "O", "C", "H", "H", "C", "H", "C", "H", "H", "C", "C", "N", "C", "C", "S", "H", "H", "C", "H", "H", "C", "H", "H", "H", "C", "Ge", "C", "C", "C", "H", "H", "C", "N", "H", "C", "C", "C", "N", "H", "C", "S", "H", "C", "C", "N", "C"], "xyz": [[2.34, -4.72, -3.23], [2.40, -4.07, -0.58], [-3.90, -5.08, -0.35], [-1.85, -3.05, -2.19], [3.07, -5.29, -5.50], [0.17, 3.92, -0.97], [0.99, 1.05, 4.92], [-2.66, 3.21, 2.79], [-3.77, -0.45, -1.45], [5.46, 5.19, 2.96], [-2.75, -1.67, 1.59], [-5.15, -2.65, -4.22], [0.25, 0.92, 3.52], [0.96, -0.92, -4.62], [-3.02, -3.74, -1.80], [3.45, 4.13, 4.17], [0.64, 3.50, -0.09], [4.26, -0.52, -3.37], [-1.92, -2.20, -3.32], [1.68, -1.49, -6.90], [-0.66, -3.20, -1.42], [-2.72, 0.04, -1.06], [3.44, -2.77, -1.21], [-1.17, 1.68, 1.88], [-2.28, 2.49, 1.72], [2.18, -4.01, -4.03], [2.59, -4.34, -5.31], [-1.04, 5.00, -3.24], [4.35, 1.38, -0.38], [-2.26, 1.36, -1.68], [-1.21, 1.96, -1.12], [1.36, 5.67, -0.96], [-1.49, 0.22, 4.94], [-4.45, -0.91, 3.32], [-1.63, 2.86, 4.14], [0.17, -1.48, 4.55], [2.42, 2.00, 4.54], [-0.68, -3.99, -0.30], [-1.94, -0.39, -0.14], [-4.21, -3.58, -2.56], [-0.85, 3.19, -1.62], [-2.63, -1.84, 2.66], [-1.66, -0.96, 6.25], [-0.26, 0.70, 0.25], [4.59, 3.50, 3.67], [-3.14, -1.02, 4.87], [3.41, 5.22, 4.20], [0.21, -4.09, 0.31], [2.41, -3.44, -6.35], [6.24, 3.79, 2.52], [1.43, -0.27, 5.31], [2.48, -2.99, -0.75], [-1.48, 3.75, -2.74], [-3.38, -0.82, 3.48], [2.74, -3.68, -7.35], [0.21, 1.81, 5.89], [0.57, 5.13, -1.47], [5.52, 1.62, 3.25], [-3.06, 0.20, 3.19], [1.81, -2.21, -6.10], [-1.02, -2.80, 4.80], [-3.07, -2.06, -4.04], [-3.48, 3.89, 2.87], [3.58, 0.28, 4.02], [-4.23, -2.77, -3.66], [-0.33, -1.46, 2.09], [5.46, 1.68, -0.27], [2.37, 3.39, 4.60], [3.56, 1.36, 4.07], [0.88, -0.13, -1.83], [-1.53, 5.41, -4.11], [-2.99, -2.85, 2.91], [2.59, 0.27, -1.58], [-3.08, 3.48, -4.18], [-2.78, 2.51, 0.76], [-0.87, -1.78, 4.43], [1.48, 3.87, 4.98], [-3.10, -1.39, -4.89], [-1.84, -5.29, 0.99], [-0.72, 1.73, 3.13], [1.04, -2.40, -1.91], [-1.85, -4.67, 0.09], [-2.97, 1.88, -2.77], [3.52, -0.14, -2.56], [2.41, -2.47, 0.21], [0.31, 6.63, -3.01], [-2.57, 3.06, -3.32], [0.39, -1.22, 1.21], [-5.10, -4.12, -2.25], [-0.03, 5.67, -2.62], [-2.99, -4.56, -0.64], [-1.77, -0.81, 5.17], [-1.21, -1.77, 3.00], [-3.81, 1.30, -3.13], [1.56, -2.79, -3.76], [1.96, 1.57, 0.78], [-1.04, -1.64, -3.61], [1.39, -1.89, -4.81], [4.64, 2.11, 3.64], [5.68, 4.25, 3.23], [2.96, 1.02, -0.49]], "lowdin_charge": [0.0979, 0.0236, 0.1093, -0.1730, 0.0972, -0.0134, 0.5674, -0.4093, 0.0557, 0.0808, 0.1135, 0.0991, -0.1277, 0.0786, -0.1633, -0.0349, 0.0399, 0.1726, -0.0461, 0.0999, -0.2295, -0.5916, 0.0275, -0.0675, -0.2532, -0.1076, -0.0932, -0.0417, -0.2701, -0.1745, 0.0289, 0.1069, 0.0637, 0.1298, 1.0536, 0.0835, -0.3006, -0.1122, -0.1255, -0.0379, -0.1772, -0.0904, 0.1363, 0.3551, -0.3275, -0.1228, 0.1057, 0.0886, -0.0969, 0.0833, -0.3225, -0.2028, -0.1497, -0.1687, 0.0963, -0.3729, -0.0614, 0.1113, 0.1120, -0.0857, 0.1302, -0.0774, 0.0549, 0.1153, -0.0849, -0.2445, 0.1589, -0.0599, -0.0713, 0.7664, 0.1090, 0.1278, -0.6216, 0.1156, 0.1046, -0.1043, 0.1057, 0.1039, 0.1010, -0.6982, 0.7989, -0.0787, 0.0174, -0.2987, 0.0130, 0.1002, 0.0044, 0.1428, 0.1088, -0.0811, -0.0315, -0.1812, -0.0422, 0.1183, -0.3014, 0.7286, 0.0732, -0.1365, -0.0364, 0.0921, -0.7078]}


{"formula": "C45H38AuGeN4O4S", "method": "wB97M-V/def2-TZVPD", "e_lumo_ha": [-0.1818, -0.1818], "gap_ev": [6.070, 6.069], "multiplicity": 1, "charge": 1, "species": ["H", "C", "C", "C", "C", "S", "H", "C", "H", "C", "H", "H", "C", "C", "H", "H", "C", "H", "H", "C", "O", "C", "H", "H", "C", "H", "C", "H", "H", "C", "C", "O", "C", "N", "C", "H", "H", "C", "C", "C", "H", "C", "C", "C", "H", "N", "Ge", "H", "C", "Au", "H", "O", "H", "H", "C", "C", "C", "C", "C", "C", "C", "C", "H", "C", "C", "H", "C", "H", "H", "C", "C", "C", "N", "H", "C", "H", "C", "H", "H", "H", "C", "C", "H", "C", "C", "H", "C", "H", "N", "H", "H", "O", "H", "H"], "xyz": [[-3.03, -2.19, -3.36], [2.15, -4.43, 0.68], [-0.11, 1.52, 4.50], [1.82, 2.20, -1.45], [5.74, -0.09, 1.17], [2.52, 2.39, -2.84], [-4.54, -0.80, 0.42], [0.09, -5.59, 0.25], [0.35, 3.22, 5.73], [-1.47, -2.33, 2.98], [-1.55, -2.01, 0.84], [-2.06, 4.96, -0.12], [-4.04, 2.12, -5.65], [1.44, -3.33, 1.14], [-2.34, 3.26, -1.86], [-3.58, 2.31, -6.61], [-2.67, 1.63, -0.49], [-2.95, 0.28, 1.16], [5.38, 4.33, 1.16], [1.68, 3.05, 4.06], [4.03, 3.52, 2.50], [5.89, 1.15, 0.56], [-2.29, 4.35, 2.27], [7.15, 2.37, -0.67], [-0.62, -4.48, 0.70], [3.23, -4.40, 0.66], [-4.35, -1.59, -0.30], [8.93, 0.68, -0.85], [2.31, 3.89, 4.33], [5.21, 3.37, 1.65], [-5.35, 2.49, -5.42], [-1.17, -1.07, 3.67], [-2.63, 2.27, 1.85], [1.22, 1.29, 2.54], [7.89, -0.77, 0.34], [-0.49, 0.89, -2.65], [-2.27, 1.23, -4.84], [3.23, 2.52, 2.14], [4.84, 2.22, 0.67], [-0.43, -1.05, -1.64], [-0.66, -0.77, -0.62], [-2.37, 3.59, 1.50], [-4.84, -2.87, -0.02], [6.74, -1.04, 1.06], [-1.71, -4.49, 0.67], [3.56, 1.74, 1.20], [-2.86, 0.38, -1.99], [-6.96, 2.53, -3.99], [-2.76, 1.30, 0.86], [1.37, 0.34, 0.67], [-0.44, -6.46, -0.10], [1.58, -1.79, -2.72], [-2.75, 1.99, 2.89], [4.85, -0.31, 1.74], [7.04, 1.42, -0.17], [1.04, -1.19, -1.84], [-2.25, 3.93, 0.17], [-3.68, -1.32, -1.49], [-3.53, -2.36, -2.41], [-5.19, 1.64, -3.18], [1.47, -5.56, 0.24], [-0.78, -2.18, 1.60], [-0.91, 1.14, 5.12], [1.99, 2.32, 2.92], [0.24, 0.86, 3.34], [2.03, -6.41, -0.13], [-3.30, 1.51, -4.64], [1.98, -2.46, 1.49], [-5.66, 1.45, -2.21], [8.04, 0.46, -0.28], [-5.93, 2.25, -4.18], [-3.87, 1.26, -3.40], [1.24, 2.09, -0.40], [6.62, -2.01, 1.54], [-1.06, -0.04, -2.60], [6.06, 3.12, 2.29], [0.60, 2.67, 4.84], [-2.55, -2.41, 2.92], [-1.09, -0.45, -3.61], [-5.38, -3.05, 0.90], [-2.41, 2.97, -0.82], [-4.68, -3.89, -0.95], [-1.05, -3.14, 3.58], [-0.35, -0.41, 2.89], [0.05, -3.35, 1.15], [-0.87, -2.03, -1.82], [-4.03, -3.63, -2.15], [8.67, -1.52, 0.25], [-0.03, -0.93, 1.77], [-3.91, -4.42, -2.88], [-5.07, -4.88, -0.74], [1.87, -0.56, -0.94], [-5.93, 2.96, -6.20], [4.64, 2.63, -0.33]], "lowdin_charge": [0.1096, -0.0564, 0.0409, -0.9661, -0.0366, 0.7553, 0.0855, -0.0585, 0.1303, 0.0033, 0.1294, 0.1085, -0.0806, -0.0417, 0.1075, 0.1056, -0.2505, 0.0714, 0.1331, 0.0569, 0.0327, -0.1927, 0.1032, 0.1207, -0.0279, 0.1112, -0.1184, 0.1088, 0.1363, -0.0211, -0.0807, 0.0660, -0.1024, 0.0504, -0.0781, 0.0673, 0.0936, -0.3419, -0.2238, -0.1970, 0.0522, -0.0857, -0.0920, -0.0732, 0.1172, 0.1189, 1.0030, 0.1052, -0.1192, 1.3012, 0.1110, 0.1369, 0.0979, 0.0977, -0.0339, -0.5643, -0.0731, -0.2622, -0.1085, -0.1052, -0.0644, -0.2239, 0.1371, -0.1257, -0.1569, 0.1108, -0.1043, 0.0906, 0.1038, -0.0685, -0.0804, -0.2834, -0.0532, 0.1043, -0.2339, 0.1366, 0.0160, 0.1349, 0.0835, 0.1031, -0.0982, -0.0882, 0.1428, -0.3221, -0.1962, 0.1206, -0.0732, 0.1070, 0.0580, 0.1086, 0.1059, -0.2129, 0.1057, 0.1388]}


Record order is preserved below.
Relative energy (zero: lowest compared OMol25 entry of this formula, charge and spin): 11.0; 0.0 kcal/mol